Run w
DFT (ωB97M-V/def2-TZVPD) results for a structure of composition C7H10S.

Structure (XYZ):
```
18
Properties=species:S:1:pos:R:3
C -2.22924 0.42148 -1.18730
C -1.09822 0.07444 -0.60487
C -0.90437 -0.96989 0.47511
C 0.05204 -0.22961 1.44151
C 0.99201 0.57606 0.49538
C 2.21443 -0.20257 -0.04792
C 0.23397 0.73166 -0.84130
H -3.13564 -0.15438 -1.06439
H -2.30714 1.13294 -2.05046
H -0.44635 -1.86531 0.04614
H -1.87964 -1.30636 0.89441
H 0.68270 -0.89098 2.05769
H -0.50270 0.42104 2.14725
H 1.19108 1.53777 0.95312
H 2.36103 -1.19531 0.38836
H 3.12097 0.42682 -0.06153
H 0.19525 1.75395 -1.30632
S 1.45981 -0.26176 -1.73488
```

For the molecular weight, the calculation gives 126.2 g mol⁻¹. The value obtained for the LUMO energy is 0.955 eV. The multiplicity is 1.


Run x
DFT (ωB97M-V/def2-TZVPD) results for a structure of composition C7H10S.

Structure (XYZ):
```
18
Properties=species:S:1:pos:R:3
C 1.62271 0.27776 -1.58210
C 0.62744 0.19847 -0.30681
C 0.94811 0.41069 1.20588
C -0.66033 0.82395 -0.59367
C -2.08318 -0.33662 1.14821
C -1.39319 -1.21908 0.54124
C -0.68946 -0.75438 -0.62199
H 2.25341 1.30082 -1.53951
H 2.40475 -0.53500 -1.14461
H 1.13776 0.13757 -2.57726
H -0.25310 0.85373 1.61051
H 1.72828 1.22284 1.44781
H 1.34110 -0.88585 1.56646
H -0.78818 1.40485 -1.62025
H -2.49600 -0.45084 2.25088
H -1.53381 -2.25153 0.86775
H -0.42879 -1.44737 -1.41721
S -1.73751 1.24998 0.76467
```

For the molecular weight, the calculation gives 126.2 g mol⁻¹. The value obtained for the LUMO energy is 0.797 eV. The multiplicity is 1.


Run y
DFT (ωB97M-V/def2-TZVPD) results for an isolated molecule of C7H10S.

Structure (XYZ):
```
18
Properties=species:S:1:pos:R:3
C -2.03600 -1.04338 -0.35949
C -3.03917 1.23586 0.60729
C 0.48890 -1.08916 -0.28063
C 2.90182 0.79533 -0.67785
C -0.88519 -1.67872 -0.20911
C 1.67927 1.15932 -0.18887
C 0.54821 0.36669 0.06111
S -2.19133 0.68800 -0.74277
H -2.98768 -1.54704 -0.30574
H -3.27087 2.28158 0.62976
H -3.01128 0.67870 1.52250
H 1.13896 -1.66653 0.39421
H 0.89794 -1.23606 -1.29012
H 3.13565 -0.21255 -0.97194
H 3.68526 1.52451 -0.77285
H -0.92494 -2.74450 -0.01755
H 1.56811 2.19769 0.10819
H -0.13357 0.72389 0.81479
```

For the molecular weight, the calculation gives 126.2 g mol⁻¹. The value obtained for the LUMO energy (alpha / beta) is -0.086 / 0.216 eV. The multiplicity is 1.


It turns out run w is the most stable, with the second structure 305.5 kJ/mol higher.


Run w
DFT (ωB97M-V/def2-TZVPD) results for a structure of composition C33H27CdClN3O7S2Sb.

Structure (XYZ):
```
75
Properties=species:S:1:pos:R:3
Cd -0.45065 -1.07785 1.92049
O -1.31871 -2.47837 3.26233
C -2.20955 -3.34243 2.94186
C -2.48388 -4.47454 3.66084
C -3.61013 -5.31271 3.34569
C -4.42739 -5.08679 2.30845
C -4.15550 -3.93425 1.40246
C -3.85171 -1.92830 1.71809
C -3.54615 -0.57508 1.70331
N -2.33451 -0.08735 1.71348
N -2.26954 1.28565 1.63361
C -1.10426 1.76342 1.35208
O -0.00279 1.08457 1.06046
C -1.04663 3.25212 1.43251
C -1.98732 4.01669 0.74798
C -1.95765 5.40027 0.83477
C -0.99636 6.03211 1.61334
C -0.06007 5.27305 2.30267
C -0.08243 3.88988 2.20871
H -1.86617 -4.69135 4.52105
H -3.80031 -6.16290 3.99563
H -5.29847 -5.69294 2.09729
H -4.09011 -4.26718 0.35888
H -4.37623 0.12188 1.61326
H -2.72181 3.50182 0.14340
H -2.68190 5.99406 0.28969
H -0.97735 7.11385 1.68151
H 0.68944 5.76433 2.91300
H 0.64180 3.28604 2.74397
O -0.72741 -2.59393 0.00105
H -0.16477 -3.23331 0.46093
H -1.63627 -2.80378 0.33118
S -1.91839 0.45427 -1.80537
Sb 0.30550 0.35881 -1.40741
C 1.89006 -0.67065 -0.39225
C 2.83040 0.08761 0.29093
C 4.03290 -0.49074 0.67139
C 4.28855 -1.82150 0.37679
C 3.33560 -2.58107 -0.28437
C 2.13710 -2.00621 -0.67731
C 1.05324 -0.37720 -3.33829
C 0.16767 -0.52291 -4.40079
C 0.62130 -0.86505 -5.66891
C 1.97554 -1.06949 -5.89169
C 2.87094 -0.92508 -4.84062
C 2.41152 -0.57794 -3.57622
C 1.16916 2.30851 -1.77939
C 1.45607 3.19991 -0.75490
C 1.84407 4.50439 -1.02977
C 1.97373 4.92802 -2.34348
C 1.72480 4.03580 -3.37707
C 1.31770 2.73888 -3.09614
H 2.61783 1.11973 0.53377
H 4.76427 0.09603 1.21314
H 5.22172 -2.27333 0.68875
H 3.51956 -3.62856 -0.48947
H 1.40017 -2.59303 -1.21173
H -0.89031 -0.36247 -4.21942
H -0.08312 -0.96647 -6.48700
H 2.33374 -1.33772 -6.87921
H 3.93154 -1.07928 -5.00493
H 3.13155 -0.45049 -2.77665
H 1.37900 2.86900 0.26702
H 2.02645 5.18963 -0.21060
H 2.26150 5.95066 -2.55943
H 1.84171 4.35096 -4.40765
H 1.10473 2.06286 -3.91378
S -6.62602 -2.36292 1.23623
C -5.01151 -2.66535 1.47402
N -2.95071 -3.08540 1.73157
O 1.28395 -2.97304 2.07046
Cl 1.88830 -2.33137 3.22172
O 1.42511 -2.90729 4.43434
O 3.31756 -2.45239 3.13052
O 1.53027 -0.91475 3.16927
```

For the molecular weight, the calculation gives 911.4 g mol⁻¹. The value obtained for the LUMO energy is 4.073 eV. The multiplicity is 1. The charge is -2.


Run x
DFT (ωB97M-V/def2-TZVPD) results for a structure of composition C33H27CdClN3O7S2Sb.

Structure (XYZ):
```
75
Properties=species:S:1:pos:R:3
Cd 1.47087 -0.05758 -2.03273
O 2.32103 0.99709 0.51631
C 2.50782 2.32154 0.53063
C 3.35740 2.94950 1.43671
C 3.58674 4.31992 1.36541
C 2.97505 5.06353 0.36382
C 2.13386 4.44673 -0.55397
C 1.86836 3.07780 -0.49094
C 0.99817 2.36185 -1.39970
N 0.49795 2.99514 -2.50865
N -0.20427 2.42091 -3.36847
C -2.50446 -0.16163 -1.88945
O -1.97443 -0.79479 -1.03176
C -2.45094 -1.73945 -4.35041
C -3.39592 -1.26011 -5.21828
C -4.59952 -1.98192 -5.18852
C -4.70557 -3.17717 -4.48667
C -3.55923 -3.75762 -3.91884
C -2.37629 -3.03188 -3.90281
H 3.83770 2.34190 2.19666
H 4.24414 4.79928 2.08273
H 3.15112 6.13185 0.29434
H 1.65882 5.02668 -1.33601
H 0.37374 1.59923 -0.93795
H -3.13092 -0.61647 -6.03908
H -5.42762 -1.66453 -5.81354
H -5.66414 -3.68048 -4.44752
H -3.58732 -4.74288 -3.47006
H -1.45440 -3.38260 -3.45324
O 1.54264 -3.71281 -2.59258
H 2.46299 -3.96308 -2.70619
H 1.46317 -3.42077 -1.66947
S 2.15611 -1.71914 -0.12687
Sb 0.97704 -0.42121 1.43442
C -0.70754 -1.72154 1.79073
C -1.90633 -1.24907 2.31471
C -3.00684 -2.08887 2.42813
C -2.92062 -3.40830 2.01149
C -1.72692 -3.88968 1.49240
C -0.62906 -3.04845 1.37802
C 2.13971 -0.64490 3.18698
C 3.51506 -0.46390 3.09059
C 4.31107 -0.58450 4.22176
C 3.73693 -0.89285 5.44887
C 2.36537 -1.08119 5.54567
C 1.56737 -0.95439 4.41478
C -0.04680 1.40401 1.89874
C -1.19468 1.79463 1.21407
C -1.76480 3.03728 1.45487
C -1.18884 3.89709 2.38000
C -0.04556 3.51391 3.06391
C 0.52782 2.27209 2.82050
H -1.99599 -0.21674 2.62767
H -3.94088 -1.69991 2.81594
H -3.78820 -4.05498 2.07111
H -1.65848 -4.91401 1.14588
H 0.28779 -3.41340 0.93170
H 3.94847 -0.23171 2.12405
H 5.38177 -0.43734 4.14467
H 4.35972 -0.98795 6.33077
H 1.91570 -1.32670 6.50059
H 0.49498 -1.10094 4.49194
H -1.63942 1.14249 0.46975
H -2.64309 3.33703 0.89714
H -1.62090 4.87582 2.55306
H 0.42438 4.19149 3.76667
H 1.43418 1.99330 3.34380
S 0.15371 -0.51823 -5.54483
C 1.77768 -0.44124 -5.23630
N 2.82900 -0.34282 -4.73365
O -2.19883 0.70490 -4.48434
Cl -1.27961 -0.32196 -3.62963
O -3.39838 0.56529 -2.15624
O -0.19931 -1.32684 -2.83564
O -0.21929 1.06627 -3.03772
```

For the molecular weight, the calculation gives 911.4 g mol⁻¹. The value obtained for the LUMO energy is 4.053 eV. The multiplicity is 1. The charge is -2.


It turns out run w is the most stable, with the second structure 547.4 kJ/mol higher.


Run w
DFT (ωB97M-V/def2-TZVPD) results for a cluster of 2 separate species, C3H8O2P in total.

Structure (XYZ):
```
14
Properties=species:S:1:pos:R:3
C 0.73388 -0.05687 -1.29332
C 0.21839 -0.21727 1.25106
C 0.70073 0.74289 -0.01377
O -3.05244 -0.23758 0.15893
O -0.26584 3.14218 0.86525
P -0.53583 2.25785 -0.25822
H -0.25265 -0.40715 -1.49869
H 1.04259 0.51548 -2.10330
H 1.48383 -0.91394 -1.19852
H 0.90997 -1.07701 1.24209
H -0.76078 -0.74575 0.97803
H 0.32778 0.35392 2.18264
H 1.60302 1.23483 0.32138
H -2.86769 0.69393 0.40836
```

For the molecular weight, the calculation gives 107.1 g mol⁻¹. The value obtained for the LUMO energy (alpha / beta) is 3.176 / 3.176 eV. The multiplicity is 1. The charge is -1.


Run x
DFT (ωB97M-V/def2-TZVPD) results for the ion C3H8O2P with charge -1.

Structure (XYZ):
```
14
Properties=species:S:1:pos:R:3
C 0.15561 1.88529 1.55002
C -0.43500 -1.90625 -0.05052
C 0.28179 0.80797 -1.41650
O 1.61216 -0.30304 0.89845
O -0.85182 -0.72375 0.49828
P 0.34993 0.45371 0.52400
H 0.16913 1.58641 2.59708
H -0.77619 2.44489 1.35676
H -0.12052 -1.74051 -1.11212
H -1.41334 -2.62133 -0.21530
H 0.16427 -2.53990 0.60542
H 0.11988 -0.20015 -1.79478
H -0.43119 1.50766 -1.71847
H 1.17530 1.34901 -1.72233
```

For the molecular weight, the calculation gives 107.1 g mol⁻¹. The value obtained for the LUMO energy is 4.056 eV. The multiplicity is 1. The charge is -1. As for the structure (SMILES): C=[P@@](C)([O-])OC.


Run y
DFT (ωB97M-V/def2-TZVPD) results for a structure of composition C3H8O2P.

Structure (XYZ):
```
14
Properties=species:S:1:pos:R:3
C 0.88733 -1.14190 0.21537
C 0.81104 1.32972 0.34707
C 0.16053 0.08649 -0.16375
O -2.37421 1.15486 -0.47970
O -2.07812 -1.32888 0.01840
P -1.61947 0.24287 0.46846
H 1.76162 -1.14755 -0.55273
H 1.21510 -0.91675 1.18798
H 0.49590 -2.18503 0.02855
H 0.44952 1.53741 1.45905
H 0.31649 2.15723 -0.13802
H 1.83185 1.49004 0.08366
H 0.14438 0.19799 -1.50402
H -2.00197 -1.47652 -0.97031
```

For the molecular weight, the calculation gives 107.1 g mol⁻¹. The value obtained for the LUMO energy is 4.240 eV. The multiplicity is 1. The charge is -1.


It turns out run y is the most stable, with the second structure 44.1 kJ/mol higher.


Run w
DFT (ωB97M-V/def2-TZVPD) results for an isolated molecule of C7H9NO3.

Structure (XYZ):
```
20
Properties=species:S:1:pos:R:3
C -1.99019 -0.52735 -0.13844
C -1.01753 -1.62836 -0.29004
C -1.81915 2.04802 0.20538
C -2.23932 0.75469 0.21000
C 0.42134 -1.16881 -0.64391
C 1.15360 -0.30365 1.30981
C 1.71456 0.88101 -0.68826
N 0.79741 0.14251 -0.02153
O -3.08588 1.67159 -0.01354
O -1.45351 -2.69748 0.15195
O -1.14804 3.00487 0.00353
H -2.94240 -1.07228 -0.25780
H 1.19751 -1.85590 -0.18397
H 0.42363 -1.18471 -1.77979
H 1.91335 -1.03177 1.28443
H 1.51223 0.56829 1.70300
H 0.31580 -0.74181 1.87078
H 2.40959 1.39157 -0.02562
H 2.40043 0.17558 -1.27212
H 1.43657 1.57401 -1.42386
```

For the molecular weight, the calculation gives 155.2 g mol⁻¹. The value obtained for the LUMO energy is -0.433 eV. The multiplicity is 1. As for the structure (SMILES): CN(C)CC(=O)/C=C1/OC1=O.


Run x
DFT (ωB97M-V/def2-TZVPD) results for an isolated molecule of C7H9NO3.

Structure (XYZ):
```
20
Properties=species:S:1:pos:R:3
C 0.60279 -0.81493 -0.37998
C -0.55781 -1.58938 0.31645
C -0.78336 -1.11805 1.74801
C 0.30861 0.64235 -0.43390
C 0.80327 1.70446 0.24859
C 0.01217 2.84128 -0.16774
C -0.90561 2.34835 -1.03538
H 0.13624 -1.06652 -2.32967
H 1.00337 -2.30770 -1.72859
H 1.50544 -0.92282 0.23256
H -1.47739 -1.45129 -0.25636
H -0.31020 -2.64502 0.34451
H 0.96226 -1.81732 2.16762
H 1.65087 1.66652 0.92215
H 0.10788 3.86519 0.16067
H -1.69661 2.82685 -1.61593
N 0.91621 -1.29191 -1.71588
O 0.26265 -1.27305 2.59299
O -1.79306 -0.61001 2.14126
O -0.74772 1.01302 -1.21137
```

For the molecular weight, the calculation gives 155.2 g mol⁻¹. The value obtained for the LUMO energy is 0.451 eV. The multiplicity is 1. As for the structure (SMILES): N[C@H](CC(=O)O)c1ccco1.


Run y
DFT (ωB97M-V/def2-TZVPD) results for an isolated molecule of C7H9NO3.

Structure (XYZ):
```
20
Properties=species:S:1:pos:R:3
C 0.06561 -2.05053 1.21436
C 0.64627 -2.25723 -0.11216
C -0.50435 -0.79684 1.35219
C -0.28915 -3.16446 2.01129
C 0.63437 -0.87407 -0.81170
C 0.70461 1.22773 0.68600
C -1.35461 0.59297 -0.49469
N -0.14597 0.05736 0.09594
O -0.82199 -3.14467 3.09309
O 1.20011 -3.25382 -0.46031
O -1.13403 -0.23190 2.24633
H 0.18275 -4.11424 1.67330
H 1.66506 -0.57100 -0.93100
H 0.15367 -0.78719 -1.80057
H 0.94154 1.98917 0.00422
H 0.06657 1.70421 1.51516
H 1.54646 0.68557 1.09981
H -1.49126 1.62288 -0.00217
H -1.34142 0.84440 -1.53945
H -2.18800 -0.05843 -0.49563
```

For the molecular weight, the calculation gives 155.2 g mol⁻¹. The value obtained for the LUMO energy is 0.168 eV. The multiplicity is 1. As for the structure (SMILES): C[N+]1(C)CC(=O)C(C=O)=C1[O-].


It turns out run x is the most stable, with the second structure 159.3 kJ/mol higher.